C20H37NO17 | ωB97M-V/def2-TZVPD

Last column: Löwdin spin population.
Geometry (Å):
O  -0.64758  0.22875  -0.18914  0.000
H  -1.56300  0.49560  -0.07782  0.000
H  -0.46858  0.08668  -1.12154  0.000
H  -0.15745  0.96951  0.17507  0.000
C  1.52781  2.77064  -4.45873  0.388
C  2.58630  2.06234  -4.91543  0.026
C  2.70709  0.59202  -4.58886  0.000
O  3.60321  -0.17940  -5.13341  -0.015
C  1.72939  -0.02108  -3.87264  0.059
C  0.58665  0.70794  -3.26321  0.003
C  0.50517  2.29243  -3.50719  0.028
O  -0.38096  2.93967  -2.95638  0.113
O  -0.31834  0.07075  -2.64800  0.002
O  3.32324  2.75799  -5.75028  0.368
H  1.27985  3.70355  -4.94306  0.013
H  1.80508  -1.08532  -3.70513  0.003
C  2.44619  0.74931  0.23990  0.001
C  3.59361  0.33429  -0.32356  0.000
C  4.32015  1.16510  -1.34745  0.001
O  5.21296  0.65109  -2.13682  0.007
C  4.09535  2.45878  -1.54565  0.003
C  2.96294  3.04380  -0.95188  0.001
C  1.95626  2.05737  -0.07380  0.000
O  0.78189  2.40137  0.16823  0.000
O  2.67920  4.18835  -1.18256  -0.002
O  4.01513  -0.83199  0.19018  -0.001
H  1.77365  0.10414  0.78565  0.000
H  4.72022  3.08679  -2.16335  0.000
C  -5.20820  2.21532  1.17072  0.000
C  -4.14277  1.22395  0.60630  0.000
O  -3.07738  1.65721  -0.07081  0.000
H  -5.56780  2.94497  0.44517  0.000
H  -4.76985  2.80278  1.97746  0.000
H  -6.03842  1.63301  1.57040  0.000
H  -4.72847  0.62060  -0.08725  0.000
H  -3.93356  0.41123  1.30187  0.000
O  -3.66233  -0.72816  -2.28764  0.000
H  -3.27156  -0.38535  -3.09139  0.000
H  -3.62922  0.00494  -1.67307  0.000
O  -1.85393  -0.97362  -4.62312  0.000
H  -1.38219  -0.70298  -3.83544  0.000
H  -1.16717  -1.23847  -5.23505  0.000
O  -1.35237  3.87414  -0.40917  0.001
H  -1.97098  3.24175  -0.04360  0.000
H  -0.51250  3.64629  -0.01049  0.000
O  1.65179  -2.60631  -1.63101  0.000
H  2.23078  -2.82021  -0.89940  0.000
H  1.58146  -1.65193  -1.61031  0.000
O  -1.39019  -2.92403  -1.73388  0.000
H  -1.78607  -2.15951  -2.15225  0.000
H  -0.45065  -2.82066  -1.88496  0.000
C  3.91366  -1.52322  3.99194  0.000
O  2.52233  -1.60956  4.21892  0.000
C  1.85628  -0.47926  3.63133  0.000
C  0.38793  -0.63355  3.15823  0.000
N  -0.50840  -0.83655  4.27583  0.000
C  -1.91202  -0.90609  3.84486  0.000
C  -2.30624  -2.11368  3.07577  0.000
O  -1.83603  -3.33761  3.66926  0.000
C  -2.31043  -4.53296  3.19743  0.000
H  4.37951  -2.39285  4.45543  0.000
H  4.25032  -0.70335  4.62642  0.000
H  4.16355  -1.38793  2.93963  0.000
H  2.32268  -0.28003  2.66651  0.000
H  2.03534  0.33432  4.33426  0.000
H  0.32730  -1.50071  2.50062  0.000
H  0.00121  0.18649  2.55319  0.000
H  -0.15667  -1.70397  4.65524  0.000
H  -2.14881  -0.05976  3.20007  0.000
H  -2.57560  -0.77094  4.69897  0.000
H  -1.94021  -2.05403  2.05080  0.000
H  -3.37274  -2.20701  2.87093  0.000
H  -2.25768  -5.46833  3.75456  0.000
H  -1.74582  -4.70397  2.28088  0.000
H  -3.33313  -4.38052  2.85254  0.000

## Properties
E_tot = -57629.6456 eV
⟨S²⟩ = 0.7861
Gap between HOMO and LUMO (spin up / spin down) = 5.002 / 4.178 eV
LUMO level (spin up / spin down) = 5.7661 / 4.9720 eV
Largest force on an atom = 6.275 eV/Å
Charge = -3
E_HOMO (spin up / spin down) = 0.76 / 0.79 eV
Spin multiplicity = 2



C3H8NO | ωB97M-V/def2-TZVPD

Last column: natural (NBO) charge in e.
Geometry (Å):
C  -0.21490  -0.69737  -1.62990  -0.415
N  0.52210  -1.01959  -0.42643  -0.676
C  1.10479  0.06984  0.35438  -0.257
C  -0.12838  1.10387  0.83714  -0.020
O  -1.27333  0.47146  1.04376  -0.950
H  -1.28065  -0.54914  -1.44466  0.198
H  -0.12274  -1.58918  -2.30607  0.151
H  0.06514  0.12911  -2.27170  0.179
H  -0.14041  -1.46097  0.20147  0.371
H  1.90798  0.60518  -0.29021  0.133
H  1.64815  -0.37629  1.20684  0.158
H  -0.09024  1.95953  0.08090  0.056
H  0.32690  1.40685  1.79429  0.071

## Properties
SMILES = CNCC[O-]
E_tot = -6776.9738 eV
Gap between HOMO and LUMO = 6.764 eV
LUMO level = 4.5778 eV
Largest force on an atom = 2.158 eV/Å
Charge = -1
Energy above the lowest of the compared OMol25 structures with the same formula, charge and spin = 98.25 kJ/mol
E_HOMO = -2.19 eV



C5H11O2 | ωB97M-V/def2-TZVPD

Last column: natural (NBO) charge in e.
Geometry (Å):
O  2.84058  -0.18214  -1.67280  -0.933
C  1.73754  0.22960  -1.08129  0.024
C  1.05322  -0.91325  -0.23791  -0.446
C  0.30718  -0.45338  1.03697  -0.404
C  -0.60705  0.74074  0.74669  -0.441
C  -1.66942  0.50269  -0.30258  -0.070
O  -2.55787  -0.61986  -0.03003  -0.742
H  0.95788  0.76623  -1.67832  0.061
H  1.94750  1.08033  -0.29247  0.010
H  1.81121  -1.64262  0.03033  0.205
H  0.32556  -1.39961  -0.90899  0.171
H  -0.24152  -1.28898  1.48959  0.164
H  0.99497  -0.11049  1.82042  0.199
H  -0.04452  1.64439  0.51072  0.231
H  -1.18987  1.04879  1.64150  0.178
H  -1.22529  0.32421  -1.28454  0.175
H  -2.34661  1.34639  -0.46873  0.156
H  -2.09350  -1.07305  0.68143  0.459

## Properties
SMILES = [O-]CCCCCO
E_tot = -9457.4124 eV
Gap between HOMO and LUMO = 5.891 eV
LUMO level = 3.6748 eV
Largest force on an atom = 2.262 eV/Å
Charge = -1
Energy above the lowest of the compared OMol25 structures with the same formula, charge and spin = 252.49 kJ/mol
E_HOMO = -2.22 eV



Which value of largest force on an atom does entry 1 give? 6.275 eV/Å



Among the records above, which one has the lowest largest force on an atom? C3H8NO